15
Properties=species:S:1:pos:R:3 method="wB97M-V/def2-TZVPD" mol_weight_g_mol=91.11 de_lowest_kcal_mol=18.1 total_energy_ev=-8737.6557 homo_energy_ev=-9.6363
N 0.04909 -1.62437 1.91281
C -1.06371 -1.21239 2.77742
N -1.04366 0.16931 3.21201
H -0.32310 -2.02371 1.06745
H 0.67935 -2.23471 2.41396
H -1.97689 -1.37424 2.21887
H -1.21663 -1.86430 3.64225
H -0.17413 0.35678 3.71081
H -0.87652 0.71822 2.36450
C 0.60515 0.99114 -3.21589
N 0.14551 0.39008 -2.06344
O 1.57830 1.69133 -3.28249
H -0.00474 0.70860 -4.09333
H -0.84694 0.20659 -2.06980
H 0.49360 0.77976 -1.19835

19
Properties=species:S:1:pos:R:3 method="wB97M-V/def2-TZVPD" mol_weight_g_mol=133.22 de_lowest_kcal_mol=37.9 total_energy_ev=-19630.5174 homo_energy_ev=-8.8758
C -1.67439 -0.13475 1.13660
C -1.29026 -1.30559 0.22987
C -0.07033 -1.07060 -0.69343
C 2.15738 1.42760 -0.81917
H -2.44304 2.15335 1.29573
H -0.84527 0.13536 1.74563
H -2.51233 -0.38147 1.79946
H -1.04493 -2.18817 0.93588
H -2.11127 -1.62147 -0.40305
H -0.31829 -0.36852 -1.47023
H 0.16943 -2.03550 -1.05677
H 1.21716 -0.95357 0.90956
H 0.38878 1.36010 0.13167
H 2.04476 2.50758 -0.79141
H 3.03702 -0.11148 -1.52580
N 1.16826 -0.56741 -0.03286
N 1.23876 0.80282 0.02038
N 3.00480 0.90946 -1.63677
S -2.11624 1.44226 0.22470

10
Properties=species:S:1:pos:R:3 method="wB97M-V/def2-TZVPD" mol_weight_g_mol=136.98 de_lowest_kcal_mol=75.9 total_energy_ev=-75277.9875 homo_energy_ev="-8.5827 / -8.1093"
C -1.02194 0.06344 -1.16588
C -0.62972 -0.00566 0.10095
C 0.51220 -0.75035 0.60330
O 0.64903 -0.80617 1.92596
Br 1.03470 -2.33401 -0.34039
H -1.84926 0.67711 -1.46774
H -0.50148 -0.46282 -1.95309
H -1.13662 0.56066 0.87146
H 1.87629 0.49527 -0.08605
H 1.41449 -1.32975 2.20801